a.
Here is an isolated molecule of C6H9N from the OMol25 dataset. Energies are from ωB97M-V with the def2-TZVPD basis set.

Summary:
structure (SMILES) = Cc1cc[nH]c1C
gap between HOMO and LUMO = 8.789 eV
E_HOMO = -7.7 eV
LUMO energy = 1.1 eV
molecular weight = 95.14 g/mol

Geometry as ORCA input:
```
! wB97M-V def2-TZVPD RIJCOSX def2/J DEFGRID3
* xyz 0 1
C -1.315 1.436 -0.097
C -0.074 0.628 0.032
C 0.108 -0.734 0.034
C -1.006 -1.721 0.277
C 1.506 -0.968 -0.128
C 2.136 0.269 -0.165
N 1.155 1.221 -0.067
H -2.191 0.807 0.072
H -1.381 1.836 -1.118
H -1.343 2.276 0.605
H -0.739 -2.755 0.038
H -1.895 -1.466 -0.310
H -1.309 -1.707 1.333
H 1.921 -1.957 -0.303
H 3.162 0.626 -0.218
H 1.298 2.212 0.029
*
```



b.
Here is a cluster of 2 separate species, C6H9N in total from the OMol25 dataset. Energies are from ωB97M-V with the def2-TZVPD basis set.

Summary:
structure (SMILES) = CC1=C(C)C1.C#N
gap between HOMO and LUMO = 9.585 eV
E_HOMO = -8.6 eV
LUMO energy = 1.0 eV
molecular weight = 95.14 g/mol

Geometry as ORCA input:
```
! wB97M-V def2-TZVPD RIJCOSX def2/J DEFGRID3
* xyz 0 1
C -3.213 0.275 -0.435
C 0.442 0.026 -1.330
C 0.627 -0.700 -0.025
C 0.816 0.585 0.016
C 0.554 -2.023 0.608
C 1.167 1.823 0.729
N -3.088 0.083 0.679
H -3.297 0.456 -1.476
H 1.190 -0.053 -2.114
H -0.564 0.196 -1.712
H -0.268 -2.597 0.183
H 1.484 -2.576 0.446
H 0.394 -1.912 1.679
H 1.527 2.575 0.029
H 1.937 1.624 1.473
H 0.292 2.219 1.249
*
```



Relative energy of each structure, in kcal/mol: a 0.0; b 70.2.



a.
Here is an isolated molecule of C6H9N from the OMol25 dataset. Energies are from ωB97M-V with the def2-TZVPD basis set.

Summary:
structure (SMILES) = Cc1c[nH]c(C)c1
gap between HOMO and LUMO = 8.843 eV
E_HOMO = -7.8 eV
LUMO energy = 1.1 eV
molecular weight = 95.14 g/mol

Geometry as ORCA input:
```
! wB97M-V def2-TZVPD RIJCOSX def2/J DEFGRID3
* xyz 0 1
C 2.453 -0.435 0.036
C 1.063 -0.005 0.366
C -0.061 -0.784 0.323
C -1.194 0.065 0.190
C -2.498 -0.438 -0.352
C -0.728 1.355 0.258
N 0.644 1.302 0.372
H 3.232 0.168 0.508
H 2.581 -1.483 0.323
H 2.579 -0.378 -1.053
H -0.083 -1.868 0.300
H -3.177 0.378 -0.614
H -3.011 -1.147 0.306
H -2.262 -0.976 -1.281
H -1.253 2.303 0.239
H 1.248 2.105 0.365
*
```



b.
Here is an isolated molecule of C6H9N from the OMol25 dataset. Energies are from ωB97M-V with the def2-TZVPD basis set.

Summary:
gap between HOMO and LUMO = 5.937 eV
E_HOMO = -7.0 eV
LUMO energy = -1.0 eV
molecular weight = 95.14 g/mol

Geometry as ORCA input:
```
! wB97M-V def2-TZVPD RIJCOSX def2/J DEFGRID3
* xyz 0 1
C 0.989 -1.597 -0.232
C 0.109 -0.554 0.386
C -1.250 0.256 -1.502
N -1.574 -1.096 -1.414
C -1.323 -0.459 -0.187
C 0.266 0.277 1.340
C 0.811 1.629 1.401
H 2.034 -1.432 0.010
H 0.736 -2.513 0.288
H 0.765 -1.638 -1.290
H -2.045 0.966 -1.764
H -0.239 0.578 -1.824
H -2.155 -0.335 0.496
H 1.446 1.823 0.541
H 1.420 1.717 2.299
H 0.008 2.378 1.454
*
```



Relative energy of each structure, in kcal/mol: a 0.0; b 156.2.



a.
Here is an isolated molecule of C6H9N from the OMol25 dataset. Energies are from ωB97M-V with the def2-TZVPD basis set.

Summary:
structure (SMILES) = CN1[C@@H]2C=CC[C@@H]21
gap between HOMO and LUMO = 10.062 eV
E_HOMO = -8.8 eV
LUMO energy = 1.2 eV
molecular weight = 95.14 g/mol

Geometry as ORCA input:
```
! wB97M-V def2-TZVPD RIJCOSX def2/J DEFGRID3
* xyz 0 1
C 2.129 -0.624 0.465
N 0.880 -0.243 -0.154
C -0.095 0.390 0.706
C -0.919 1.419 -0.044
C -1.602 0.578 -1.105
C -1.370 -0.727 -0.958
C -0.374 -0.957 0.136
H 2.045 -1.117 1.446
H 2.683 -1.269 -0.221
H 2.711 0.293 0.601
H 0.134 0.497 1.766
H -0.254 2.174 -0.480
H -1.648 1.934 0.595
H -2.172 1.019 -1.918
H -1.778 -1.511 -1.587
H -0.370 -1.857 0.752
*
```



b.
Here is a structure of composition C6H9N from the OMol25 dataset. Energies are from ωB97M-V with the def2-TZVPD basis set.

Summary:
gap between HOMO and LUMO = 9.904 eV
E_HOMO = -8.9 eV
LUMO energy = 1.0 eV
molecular weight = 95.14 g/mol

Geometry as ORCA input:
```
! wB97M-V def2-TZVPD RIJCOSX def2/J DEFGRID3
* xyz 0 1
C 1.993 1.227 1.221
C 1.706 0.070 0.554
C 0.719 -0.563 0.098
C 0.035 -1.599 -0.714
C -1.339 -0.996 -0.514
C -1.071 0.173 0.388
N -1.436 0.368 -1.008
H 2.371 2.082 0.658
H 2.311 1.199 2.263
H 0.509 1.676 1.328
H 0.113 -2.592 -0.260
H 0.381 -1.650 -1.751
H -2.240 -1.605 -0.448
H -0.237 1.307 1.007
H -1.819 0.360 1.157
H -2.410 0.643 -1.096
*
```



c.
Here is a structure of composition C6H9N from the OMol25 dataset. Energies are from ωB97M-V with the def2-TZVPD basis set.

Summary:
gap between HOMO and LUMO = 8.605 eV
E_HOMO = -7.6 eV
LUMO energy = 1.0 eV
molecular weight = 95.14 g/mol

Geometry as ORCA input:
```
! wB97M-V def2-TZVPD RIJCOSX def2/J DEFGRID3
* xyz 0 1
C -2.791 0.187 -0.458
C -2.156 -0.860 0.006
C 0.039 0.710 0.489
C -1.389 0.135 -0.807
C 2.116 -0.333 -0.538
C 1.092 -0.184 0.673
N -0.198 1.776 1.019
H -3.606 0.790 -0.806
H -2.041 -1.640 0.671
H -0.920 -0.108 -1.765
H 2.740 0.513 -0.868
H 1.508 -0.645 -1.374
H 2.699 -1.198 -0.243
H 1.696 -0.069 1.632
H 0.686 -1.226 0.751
H 0.525 2.152 1.618
*
```



Relative energy of each structure, in kcal/mol: a 0.0; b 126.7; c 86.0.



a.
Here is a structure of composition C24H37AsNO3PRhS4 from the OMol25 dataset. Energies are from ωB97M-V with the def2-TZVPD basis set.

Summary:
gap between HOMO and LUMO (alpha / beta) = 5.885 / 5.847 eV
E_HOMO (alpha / beta) = -3.2 / -4.5 eV
LUMO energy (alpha / beta) = 2.7 / 1.3 eV
molecular weight = 724.63 g/mol
expectation value of S² = 6.03

Geometry as ORCA input:
```
! wB97M-V def2-TZVPD RIJCOSX def2/J DEFGRID3
* xyz -1 5
Rh 0.891 1.317 0.058
S 1.167 1.243 2.435
C 2.866 1.268 2.762
C 3.261 1.349 4.112
C 4.586 1.381 4.478
C 5.578 1.315 3.493
C 5.220 1.217 2.168
C 3.870 1.201 1.764
S 3.527 1.114 0.073
H 2.485 1.396 4.866
H 4.857 1.457 5.524
H 6.625 1.344 3.770
H 5.976 1.165 1.394
N 1.794 2.856 -4.132
C 1.659 2.521 -2.818
O 1.268 1.405 -2.506
C 2.052 3.587 -1.825
C 1.222 3.514 -0.556
H 1.562 2.174 -4.832
H 2.116 3.762 -4.413
H 1.998 4.568 -2.320
H 3.101 3.401 -1.577
H 0.203 3.873 -0.734
H 1.677 4.093 0.246
C -0.449 -2.195 -0.744
As 1.216 -1.280 -0.301
C 2.242 -1.777 -1.891
C 2.017 -2.559 1.023
C 1.808 -3.990 0.675
C 2.678 -4.670 -0.181
C 2.443 -5.988 -0.541
C 1.337 -6.663 -0.045
C 0.476 -6.009 0.825
C 0.709 -4.690 1.178
H -0.319 -3.266 -0.897
H -0.814 -1.727 -1.656
H -1.182 -2.016 0.043
H 2.065 -2.816 -2.168
H 3.302 -1.611 -1.695
H 1.936 -1.114 -2.699
H 1.558 -2.315 1.981
H 3.074 -2.294 1.066
H 3.553 -4.155 -0.558
H 3.126 -6.493 -1.213
H 1.151 -7.692 -0.328
H -0.383 -6.530 1.229
H 0.032 -4.185 1.857
C -3.797 3.846 -1.022
C -3.998 3.384 0.417
C -2.913 3.914 1.344
O -4.144 1.957 0.465
P -2.994 0.833 0.740
S -2.577 0.588 2.626
S -1.549 1.138 -0.652
O -3.862 -0.448 0.278
C -4.590 -0.471 -0.957
C -4.286 -1.785 -1.659
C -6.071 -0.334 -0.636
H -3.862 4.936 -1.065
H -4.570 3.420 -1.664
H -2.824 3.524 -1.390
H -4.967 3.758 0.764
H -1.934 3.548 1.034
H -3.096 3.577 2.364
H -2.906 5.005 1.323
H -4.263 0.367 -1.579
H -4.361 -2.600 -0.937
H -3.278 -1.779 -2.067
H -4.998 -1.957 -2.468
H -6.379 -1.163 0.004
H -6.669 -0.341 -1.549
H -6.250 0.597 -0.100
*
```



b.
Here is a structure of composition C24H37AsNO3PRhS4 from the OMol25 dataset. Energies are from ωB97M-V with the def2-TZVPD basis set.

Summary:
gap between HOMO and LUMO (alpha / beta) = 6.331 / 5.400 eV
E_HOMO (alpha / beta) = -3.6 / -4.5 eV
LUMO energy (alpha / beta) = 2.7 / 0.9 eV
molecular weight = 724.63 g/mol
expectation value of S² = 6.03

Geometry as ORCA input:
```
! wB97M-V def2-TZVPD RIJCOSX def2/J DEFGRID3
* xyz -1 5
Rh -0.473 -0.036 0.785
S 0.547 1.357 -0.926
C 1.272 2.633 -0.041
C 1.872 3.694 -0.769
C 2.461 4.754 -0.135
C 2.488 4.799 1.274
C 1.938 3.783 2.007
C 1.322 2.663 1.387
S 0.712 1.411 2.386
H 1.851 3.639 -1.851
H 2.902 5.557 -0.713
H 2.955 5.636 1.779
H 1.969 3.803 3.089
N 1.287 -2.861 3.049
C 1.224 -2.617 1.706
O 2.098 -1.973 1.144
C 0.050 -3.218 0.955
C -0.939 -2.197 0.353
H 1.896 -2.239 3.558
H 0.419 -3.080 3.511
H -0.482 -3.897 1.624
H 0.512 -3.806 0.159
H -1.943 -2.361 0.731
H -0.916 -2.215 -0.734
C 1.704 -0.713 -3.825
As 1.767 -1.399 -1.976
C 3.627 -0.883 -1.665
C 2.134 -3.351 -2.348
C 3.038 -3.665 -3.493
C 4.401 -3.896 -3.293
C 5.249 -4.172 -4.357
C 4.755 -4.223 -5.653
C 3.400 -4.000 -5.870
C 2.557 -3.724 -4.804
H 2.540 -1.069 -4.429
H 1.751 0.374 -3.750
H 0.765 -0.979 -4.313
H 4.266 -1.225 -2.482
H 3.963 -1.305 -0.718
H 3.681 0.205 -1.597
H 1.156 -3.818 -2.477
H 2.560 -3.709 -1.410
H 4.797 -3.863 -2.284
H 6.301 -4.351 -4.170
H 5.416 -4.439 -6.484
H 2.999 -4.038 -6.876
H 1.500 -3.553 -4.982
C -4.082 3.020 3.387
C -3.805 1.803 4.257
C -2.437 1.885 4.911
O -4.022 0.581 3.515
P -3.038 -0.192 2.483
S -1.555 -1.094 3.413
S -2.772 0.990 0.873
O -4.041 -1.376 2.057
C -5.303 -1.108 1.423
C -5.368 -1.972 0.180
C -6.410 -1.416 2.416
H -4.010 3.922 4.000
H -5.082 2.965 2.953
H -3.355 3.083 2.579
H -4.571 1.746 5.031
H -1.656 2.037 4.161
H -2.204 0.969 5.451
H -2.427 2.729 5.605
H -5.337 -0.055 1.135
H -5.247 -3.021 0.459
H -4.568 -1.700 -0.510
H -6.332 -1.844 -0.320
H -6.349 -2.465 2.716
H -7.392 -1.232 1.970
H -6.294 -0.793 3.302
*
```



Relative energy of each structure, in kcal/mol: a 0.0; b 4.8.



a.
Here is a structure of composition C3H5NO4 from the OMol25 dataset. Energies are from ωB97M-V with the def2-TZVPD basis set.

Summary:
gap between HOMO and LUMO = 7.658 eV
E_HOMO = -7.2 eV
LUMO energy = 0.5 eV
molecular weight = 119.08 g/mol

Geometry as ORCA input:
```
! wB97M-V def2-TZVPD RIJCOSX def2/J DEFGRID3
* xyz 0 1
C 0.545 -0.726 0.701
N -0.253 -0.195 -0.416
C -1.510 0.499 -0.263
C 1.168 0.620 -0.579
O 1.001 -2.012 0.449
O -1.648 0.988 0.960
O -2.289 0.571 -1.168
O 1.294 1.782 -0.275
H 1.967 -2.047 0.479
H -2.502 1.443 1.013
H -0.333 -0.880 -1.163
H 0.773 -0.082 1.533
H 1.787 0.039 -1.271
*
```



b.
Here is a cluster of 2 separate species, C3H5NO4 in total from the OMol25 dataset. Energies are from ωB97M-V with the def2-TZVPD basis set.

Summary:
gap between HOMO and LUMO (alpha / beta) = 8.395 / 7.682 eV
E_HOMO (alpha / beta) = -8.9 / -8.3 eV
LUMO energy (alpha / beta) = -0.5 / -0.6 eV
molecular weight = 119.08 g/mol

Geometry as ORCA input:
```
! wB97M-V def2-TZVPD RIJCOSX def2/J DEFGRID3
* xyz 0 1
C 0.115 1.172 0.790
C 0.506 -0.181 -2.518
C 0.336 0.432 -0.331
N -1.478 -1.057 3.205
O -1.282 -0.063 2.589
O 0.311 0.613 1.937
O -0.803 -1.904 3.689
O 0.264 0.840 -1.567
H -0.207 2.120 0.843
H 0.835 -1.225 -2.117
H 1.244 0.244 -3.331
H -0.495 -0.491 -2.941
H 0.654 -0.500 -0.249
*
```



c.
Here is an isolated molecule of C3H5NO4 from the OMol25 dataset. Energies are from ωB97M-V with the def2-TZVPD basis set.

Summary:
structure (SMILES) = O=[N+]([O-])OC[C@H]1CO1
gap between HOMO and LUMO = 11.322 eV
E_HOMO = -10.8 eV
LUMO energy = 0.5 eV
molecular weight = 119.08 g/mol

Geometry as ORCA input:
```
! wB97M-V def2-TZVPD RIJCOSX def2/J DEFGRID3
* xyz 0 1
C -0.574 0.952 0.675
C -0.501 -0.439 0.214
C 0.643 -0.868 -0.679
N 2.883 0.115 -0.047
O 3.806 -0.182 0.621
O 1.879 -0.903 0.030
O -1.413 0.463 -0.329
O 2.710 1.075 -0.721
H -1.048 1.174 1.622
H 0.179 1.661 0.353
H -0.930 -1.217 0.837
H 0.733 -0.143 -1.502
H 0.499 -1.868 -1.092
*
```



d.
Here is an isolated molecule of C3H5NO4 from the OMol25 dataset. Energies are from ωB97M-V with the def2-TZVPD basis set.

Summary:
structure (SMILES) = CO/C(=N/O)OC=O
gap between HOMO and LUMO = 10.775 eV
E_HOMO = -9.9 eV
LUMO energy = 0.9 eV
molecular weight = 119.08 g/mol

Geometry as ORCA input:
```
! wB97M-V def2-TZVPD RIJCOSX def2/J DEFGRID3
* xyz 0 1
C 2.583 -0.250 0.277
C 0.204 0.346 -0.356
C -1.490 -1.237 -0.100
H 3.003 0.582 -0.226
H 3.063 -1.389 0.105
H 2.541 -0.119 1.382
H -2.284 -1.827 -0.527
H -1.178 2.632 0.597
N 0.200 1.424 0.127
O 1.322 -0.580 -0.362
O -0.833 -0.427 -0.974
O -1.189 -1.220 1.043
O -1.091 1.852 0.150
*
```



Relative energy of each structure, in kcal/mol: a 0.0; b 97.9; c 47.9; d 6.1.